Entry from the OMol25 dataset: a 2-piece molecular cluster, C3H8ClN2 overall in a non-equilibrium geometry (ωB97M-V/def2-TZVPD).

Computed properties:
* energy: -688.50807 Eh
* Kohn-Sham gap: 10.977 eV
* energy relative to the best compared isomer or geometry (same formula, charge and spin): 1.480 eV
* charge: +1

Last column: Mulliken charge in e.
Geometry (Å):
C (1.1923, 1.0167, -0.6746)  0.229
C (-1.6364, -1.4755, 0.4881)  -1.089
C (-0.1782, -1.3301, 0.7121)  0.299
N (1.2099, 2.2580, -1.0643)  -0.347
N (0.2004, 0.5273, 0.0363)  -0.462
Cl (0.9827, -2.4007, -0.0054)  -0.050
H (2.0890, 0.5197, -0.9078)  0.320
H (-2.2139, -0.8149, 0.9339)  0.438
H (-1.9168, -1.5534, -0.5791)  0.318
H (-1.8921, -2.4761, 0.9799)  0.337
H (-0.0287, -1.0046, 1.7591)  0.307
H (2.1064, 2.6329, -1.3981)  0.270
H (0.4772, 2.9190, -0.7171)  0.242
H (-0.3919, 1.1816, 0.4371)  0.189